(1)
The molecule C6H10O2 at a distorted geometry, computed with the ωB97M-V functional and the def2-TZVPD basis.

Geometry as XYZ:
```
18
Properties=species:S:1:pos:R:3:forces:R:3
C 1.69007 -0.00221 -0.32245 -0.293 -0.653 -0.148
C 0.47118 0.89433 -0.43021 -2.105 1.250 -1.054
C 0.26826 1.68818 0.84919 -0.180 0.435 0.085
C -1.09523 0.26460 -0.84758 3.824 0.886 3.111
O -2.10882 0.88061 -0.64674 0.452 -0.485 -0.789
C -0.80528 -1.15170 -0.94435 -2.329 -2.024 -0.236
C -1.04727 -2.00171 0.07756 0.708 0.876 -0.677
O -1.26103 -1.59658 1.37674 -0.963 -0.023 -0.345
H 1.90267 -0.51405 -1.26555 0.013 -0.069 0.154
H 1.55501 -0.75012 0.46858 0.040 0.038 -0.188
H 2.58255 0.57841 -0.06296 -0.264 0.123 -0.061
H 0.60347 1.57524 -1.27829 0.289 0.268 0.147
H 0.10042 1.01756 1.69824 0.062 0.050 -0.062
H 1.14254 2.31237 1.06627 -0.029 -0.178 0.011
H -0.58731 2.36654 0.77438 0.064 -0.177 -0.014
H -0.44714 -1.50879 -1.90075 -0.100 -0.285 0.020
H -0.95319 -3.07531 -0.02557 0.401 0.050 0.061
H -2.01091 -0.97737 1.41349 0.410 -0.081 -0.014
```
Forces are in eV/Å.

Values from the calculation:
Net charge: 0
E (a.u.): -385.0284
Relative energy (zero: lowest compared OMol25 entry of this formula, charge and spin) (kcal/mol): 46.4
Frontier orbital gap (hartree): 0.3545

(2)
The molecule C6H10O2 at a distorted geometry, computed with the ωB97M-V functional and the def2-TZVPD basis.

Geometry as XYZ:
```
18
Properties=species:S:1:pos:R:3:forces:R:3
C 1.43290 1.37768 0.56532 -0.279 -0.369 0.010
C 0.91031 0.13917 -0.15940 0.602 -0.431 -0.394
C 2.03384 -0.77051 -0.63258 -0.124 0.176 -0.064
O 3.19704 -0.64166 -0.35674 -0.030 0.004 -0.016
C 0.03159 -0.72890 0.71026 -2.510 1.947 -0.824
O -0.85178 -1.65333 0.18806 -0.329 -2.060 -0.630
C -1.64831 -0.55507 0.43365 2.891 0.929 1.542
C -2.40954 0.00778 -0.72020 0.548 0.361 -0.185
H 1.93101 1.09620 1.48932 0.098 -0.019 0.085
H 0.61141 2.04633 0.81195 -0.060 0.055 -0.010
H 2.15370 1.89979 -0.05518 0.074 0.067 -0.054
H 0.34530 0.42775 -1.05216 0.004 -0.074 0.018
H 1.67336 -1.62777 -1.23643 0.121 -0.047 -0.013
H 0.46637 -1.05624 1.65109 -0.269 0.383 0.306
H -2.02596 -0.37221 1.43409 -0.627 -0.881 -0.022
H -3.22661 -0.67023 -0.97084 -0.076 -0.053 0.109
H -1.80107 0.09616 -1.62601 0.018 0.032 0.160
H -2.82353 0.98507 -0.47419 -0.052 -0.020 -0.018
```
Forces are in eV/Å.

Values from the calculation:
Net charge: 0
E (a.u.): -385.0091
Relative energy (zero: lowest compared OMol25 entry of this formula, charge and spin) (kcal/mol): 58.5
Frontier orbital gap (hartree): 0.3620

(3)
C6H10O2 as an isolated structure at a distorted geometry, computed with the ωB97M-V functional and the def2-TZVPD basis.

Geometry as XYZ:
```
18
Properties=species:S:1:pos:R:3:forces:R:3
C -0.21199 -0.27237 0.20489 -6.335 1.424 0.802
C 0.39041 0.84486 -0.39057 6.555 -2.066 -1.400
C 0.31546 0.81174 1.11131 -0.383 0.080 -0.222
C -0.14915 -1.75165 0.23917 -0.226 0.017 -0.407
C 1.97027 0.09893 -0.82455 -2.117 2.841 0.251
C -2.09582 0.20168 -0.15124 0.715 -2.264 1.262
O -2.66015 1.45357 -0.08495 1.166 -0.513 -0.096
O -2.81918 -0.72977 -0.38078 0.566 0.724 -0.125
H -1.98589 2.10335 0.14703 0.084 0.078 0.014
H 0.09475 1.52904 -1.17007 -0.399 0.062 0.218
H -0.39959 1.42074 1.64730 -0.067 0.002 0.006
H 1.23169 0.63747 1.66204 0.034 0.007 -0.124
H 0.60992 -2.11117 0.93006 0.087 0.021 -0.039
H -1.13123 -2.10472 0.56662 0.173 -0.046 0.021
H 0.00869 -2.15471 -0.76054 0.138 -0.123 0.029
H 1.83830 -0.37741 -1.79092 0.100 0.022 -0.017
H 2.60588 0.97966 -0.86786 0.412 -0.198 -0.385
H 2.38763 -0.57926 -0.08694 -0.501 -0.066 0.210
```
Forces are in eV/Å.

Values from the calculation:
Net charge: 0
E (a.u.): -384.9750
Relative energy (zero: lowest compared OMol25 entry of this formula, charge and spin) (kcal/mol): 79.9
Frontier orbital gap (hartree): 0.3460

(4)
The molecule C6H10O2 at a distorted geometry, computed with the ωB97M-V functional and the def2-TZVPD basis.

Geometry as XYZ:
```
18
Properties=species:S:1:pos:R:3:forces:R:3
C 1.74391 -1.23606 0.10973 2.005 2.041 -0.799
C 1.49277 0.30980 -0.04309 -1.436 -2.289 -3.026
C -0.08027 0.43062 -0.05802 1.000 -0.951 -1.576
C -0.62038 1.85105 -0.23892 3.673 0.967 2.075
O -0.51371 -0.56175 -1.10209 -1.659 0.089 0.534
C -1.72923 -1.09509 -0.56303 -0.337 0.110 -5.171
C -1.87045 -0.71228 0.63239 4.268 1.375 2.464
O -0.61046 -0.12385 1.13692 -2.190 -0.253 -0.927
H 1.54294 -1.49838 1.08250 -1.536 -0.786 2.219
H 1.25406 -1.87244 -0.61849 0.289 0.177 0.014
H 2.82155 -1.35813 0.20426 0.382 -0.300 -1.022
H 2.09099 0.74058 -0.93761 -1.681 -0.700 0.988
H 1.85630 0.84126 0.75005 0.873 1.205 2.434
H 0.09300 2.49614 -1.01060 -2.239 -1.535 2.264
H -1.66287 1.93862 -0.32847 -1.334 -0.043 -0.978
H -0.51944 2.11011 0.95316 0.310 0.464 -3.011
H -2.62004 -1.51402 -1.19069 2.410 0.720 0.818
H -2.66866 -0.74616 1.22200 -2.798 -0.292 2.700
```
Forces are in eV/Å.

Values from the calculation:
Net charge: 0
E (a.u.): -384.9756
Relative energy (zero: lowest compared OMol25 entry of this formula, charge and spin) (kcal/mol): 79.5
Frontier orbital gap (hartree): 0.3609

(5)
A 2-piece molecular cluster, C6H10O2S overall at a distorted geometry, computed with the ωB97M-V functional and the def2-TZVPD basis.

Geometry as XYZ:
```
19
Properties=species:S:1:pos:R:3:forces:R:3
C 0.38336 -0.65396 -0.59045 1.015 -1.404 0.459
C 0.14906 0.51356 -0.47712 -0.576 -0.239 0.204
C 2.38360 -2.08403 0.06219 -1.116 -0.692 -5.569
C -0.73227 2.34778 0.97108 -4.008 -0.111 -0.047
C 0.95916 -2.02364 -0.65853 -0.655 -0.557 0.720
C -0.41395 1.84069 -0.39805 2.460 1.318 -1.858
O -2.85765 -0.35803 1.35095 -0.019 0.356 1.259
O -2.97013 -0.43864 -0.99252 -0.201 -0.217 -2.025
S -2.97407 0.39173 0.14677 -0.379 -0.631 0.548
H 2.29485 -1.52823 0.88149 -0.010 2.460 3.322
H 3.08737 -1.67735 -0.69261 0.064 -0.227 0.943
H 2.59869 -3.08096 0.32753 0.465 -1.190 0.089
H 0.16743 2.35131 1.45363 2.186 0.002 1.827
H -1.49257 1.61242 1.54828 1.858 2.263 -1.024
H -1.07072 3.43383 0.86815 -0.009 -1.572 0.505
H 0.35451 -2.78372 -0.06890 0.110 1.129 -0.892
H 0.86924 -2.29489 -1.74434 0.719 -0.216 1.032
H 0.41475 2.53454 -0.80283 -1.141 -0.740 0.458
H -1.15066 1.89758 -1.18472 -0.764 0.270 0.048
```
Forces are in eV/Å.

Values from the calculation:
Net charge: 0
E (a.u.): -783.1679
Relative energy (zero: lowest compared OMol25 entry of this formula, charge and spin) (kcal/mol): 55.5
Frontier orbital gap (hartree): 0.3206

(6)
A 2-piece molecular cluster, C6H10O3 overall at a distorted geometry, computed with the ωB97M-V functional and the def2-TZVPD basis.

Geometry as XYZ:
```
19
Properties=species:S:1:pos:R:3:forces:R:3
C -2.21176 -0.28615 -0.20620 0.553 1.848 1.072
C -3.32686 0.42130 0.21343 1.988 -1.740 -1.164
C 0.37293 -1.59888 0.11580 1.431 -1.138 -0.405
C 0.55701 0.80929 1.17907 -1.975 -2.303 -0.196
C 0.54958 0.31188 -1.41236 1.591 1.657 0.278
C 0.32703 -0.08936 0.01776 -2.745 -1.410 -1.436
O -3.03727 -1.46020 -0.14849 2.022 -1.544 -0.637
O -4.13688 -0.71062 0.18969 -2.316 1.594 0.904
O -3.66890 1.66436 0.49540 -1.626 1.244 0.531
H -0.07027 -2.02096 -0.79306 0.768 0.390 -0.473
H 1.48947 -1.95383 0.21059 -1.897 0.600 -0.179
H -0.25687 -2.20125 0.76146 0.201 0.827 1.314
H -0.18157 0.34823 1.85471 0.832 0.507 0.731
H 1.56984 0.78058 1.49119 1.028 -0.298 0.591
H 0.25994 1.79669 1.01636 -0.374 1.562 -0.565
H 0.97350 1.38246 -1.45997 -1.136 -1.434 -0.224
H 1.36089 -0.32688 -1.79497 -0.113 0.058 0.005
H -0.33830 0.11004 -2.01382 0.276 0.430 0.114
H -4.64191 1.88190 0.51244 1.491 -0.850 -0.262
```
Forces are in eV/Å.

Values from the calculation:
Net charge: 0
E (a.u.): -460.0119
Relative energy (zero: lowest compared OMol25 entry of this formula, charge and spin) (kcal/mol): 212.4
Frontier orbital gap (spin up / spin down) (hartree): 0.2464 / 0.2462

(7)
The molecule C6H10O3 at a distorted geometry, computed with the ωB97M-V functional and the def2-TZVPD basis.

Geometry as XYZ:
```
19
Properties=species:S:1:pos:R:3:forces:R:3
C 1.28206 -1.69554 -1.06972 0.981 -2.869 -1.987
C 1.07451 -0.58164 -0.43580 -3.882 -0.372 0.168
O 2.07436 0.26745 -0.44262 0.426 3.343 0.368
C 2.01957 1.29929 0.58890 0.106 -3.316 1.658
C -0.46790 -0.31428 0.11691 3.172 3.002 0.219
O -1.02507 0.96315 -0.36296 3.110 -1.683 1.682
C -2.26261 0.92141 -0.89815 -1.844 -1.522 -2.100
C -0.86180 -0.75255 1.48223 0.381 2.295 -0.135
O -1.21689 -1.39918 0.30736 -1.911 -1.762 -1.419
H 2.23051 -1.89205 -1.61140 -0.360 0.531 0.779
H 0.62225 -2.52890 -1.25947 -0.682 0.418 0.463
H 1.48497 2.21303 0.40959 -0.025 0.307 -0.760
H 3.06854 1.37087 0.90659 -0.469 0.646 -0.114
H 1.47262 0.71052 1.38956 0.667 1.427 -0.181
H -2.70635 1.88774 -0.87855 -0.255 0.944 0.281
H -2.93186 0.21642 -0.36982 0.146 0.222 -0.342
H -2.19486 0.65048 -1.99162 -0.363 -0.084 0.850
H -0.11111 -1.18378 2.04709 1.326 -1.306 1.081
H -1.55092 -0.15244 2.07187 -0.524 -0.222 -0.512
```
Forces are in eV/Å.

Values from the calculation:
Net charge: 0
E (a.u.): -460.1842
Relative energy (zero: lowest compared OMol25 entry of this formula, charge and spin) (kcal/mol): 104.3
Frontier orbital gap (hartree): 0.3557

Q: Look up the relative energy (zero: lowest compared OMol25 entry of this formula, charge and spin) of the first one.
A: 46.4 kcal/mol